(1)
ORCA calculation (wB97M-V/def2-TZVPD) on an isolated molecule of C15H19N3O3 at a distorted geometry.

XYZ file:
```
40
Properties=species:S:1:pos:R:3
O -3.5050 -1.9919 -4.5140
N -0.3850 1.5097 0.9447
O -4.8959 -3.3111 -3.4608
O -2.3665 -2.1542 -1.4793
C -3.6843 -2.7018 -3.5688
C 0.8548 1.7744 1.0120
C 0.0822 -1.9405 -1.4864
C -1.4037 -0.4293 -0.2399
C 1.1581 -1.1144 -1.0878
C -0.4192 0.3983 0.1090
C -1.2052 -1.5432 -1.1717
C 0.8197 0.0694 -0.3106
N 1.6753 0.9555 0.1908
N 1.4556 2.7260 1.8694
C -2.6112 -4.3336 -2.0839
C -0.0433 3.0805 3.7921
C -2.4126 -2.9260 -2.6656
C 0.6268 3.6981 2.5584
C 3.1238 0.9072 0.2565
C 2.9783 2.7927 1.9490
C 3.5169 1.3767 1.7094
H -5.4096 -3.2358 -4.3396
H 0.4278 -2.6790 -2.1052
H -2.4077 -0.2097 0.0521
H 2.2112 -1.3937 -1.3532
H -3.4074 -4.4394 -1.3497
H -3.0400 -4.9701 -2.8579
H -1.6716 -4.6980 -1.6097
H -0.4392 3.8876 4.2404
H -0.8752 2.4271 3.5620
H 0.6954 2.5204 4.3170
H -1.6128 -2.8790 -3.2619
H 1.1716 4.5119 2.7092
H -0.1908 4.1403 1.8746
H 3.5360 -0.1170 0.0591
H 3.4191 1.6184 -0.4539
H 3.2178 3.1730 2.9903
H 3.3516 3.4100 1.1250
H 4.6362 1.4744 1.6962
H 3.0280 0.6161 2.3830
```

Output
M, u: 289.3
SMILES: CCN1CCCn2c1nc1cc(O[C@@H](C)C(=O)O)ccc12
Maximum force, eV Å⁻¹: 7.76
HOMO, hartree: -0.264

(2)
ORCA calculation (wB97M-V/def2-TZVPD) on an isolated molecule of C15H19N3O4 at a distorted geometry.

XYZ file:
```
41
Properties=species:S:1:pos:R:3
C 2.5056 0.4217 -0.2914
C 2.0606 -0.4474 0.9042
C 1.9882 -0.2889 -1.5709
C 0.7241 -1.0430 -1.6632
C 0.5259 -2.3387 -1.1932
C -0.5509 -0.4352 -1.9488
C -1.4587 -1.5056 -1.7646
C -1.0110 0.8886 -2.2004
C -2.8301 -1.3619 -2.0099
C -2.3759 1.0377 -2.4672
C -3.2945 -0.0831 -2.3840
C 0.0269 1.0788 1.3941
C 0.4622 2.4605 1.8295
C -1.2191 0.6865 2.2730
C -1.8534 -0.5700 1.6876
H 4.3100 -0.4289 -0.1959
H 4.3913 1.1873 0.2195
H 2.0208 1.4920 -0.1509
H 2.7878 -1.0180 -1.8164
H 2.0778 0.5372 -2.3577
H 1.2819 -3.0718 -0.7405
H -1.2893 -3.2964 -0.8186
H -0.3842 1.7531 -2.1724
H -3.5448 -2.1508 -1.9096
H -2.8332 2.0455 -2.7034
H -4.3351 0.1177 -2.4066
H 0.6107 -0.6318 2.1937
H -0.1540 1.0370 0.3137
H -1.8853 1.5170 2.4800
H -0.4691 0.8777 4.0610
H -1.1206 -1.2372 1.2802
H -2.4101 -1.1281 2.5204
H -2.5006 -0.2233 0.8932
H 1.9209 1.4734 2.3312
N 3.9677 0.5423 -0.4692
N -0.8042 -2.5963 -1.2766
N 1.0190 0.0801 1.5882
O 2.5884 -1.4534 1.2800
O -0.2340 3.4410 1.7207
O -0.5251 0.2101 3.4430
O 1.8137 2.4249 2.0980
```

Output
M, u: 305.3
SMILES: C[C@@H](O)[C@H](NC(=O)[C@@H](N)Cc1c[nH]c2ccccc12)C(=O)O
Maximum force, eV Å⁻¹: 3.18
HOMO, hartree: -0.299

(3)
ORCA calculation (wB97M-V/def2-TZVPD) on an isolated molecule of C15H19N3O5 at a distorted geometry.

XYZ file:
```
42
Properties=species:S:1:pos:R:3
C -7.8141 -0.8740 0.5010
H -8.4130 -1.5459 -0.1266
O -6.6439 -0.4692 -0.1583
C -5.7972 -1.5441 -0.4965
C -4.5592 -0.9802 -1.1919
N -3.7795 -0.1737 -0.2865
C -2.5322 -0.4969 0.0876
O -1.9256 -1.4690 -0.3045
C -1.9256 0.4975 1.0918
H -2.5309 0.4701 1.9986
H -0.9011 0.2004 1.3027
C -1.9766 1.8845 0.5151
O -2.9966 2.5306 0.3851
N -0.7833 2.3976 0.0908
N 0.3704 1.7303 0.1666
C 1.4420 2.2540 -0.2774
C 2.7016 1.5449 -0.2186
C 2.7595 0.2162 0.2151
C 3.9641 -0.4502 0.2658
C 5.1380 0.1991 -0.1166
C 5.0855 1.5218 -0.5535
C 3.8800 2.1878 -0.6063
H 3.8434 3.2130 -0.9457
H 6.0049 2.0049 -0.8482
C 6.4581 -0.4740 -0.0810
O 7.4967 0.0474 -0.4080
O 6.3812 -1.7386 0.3602
C 7.6087 -2.4477 0.4193
H 8.3184 -1.9253 1.0644
H 8.0438 -2.5370 -0.5784
H 7.3742 -3.4292 0.8231
H 4.0093 -1.4755 0.5971
H 1.8423 -0.2753 0.4968
H 1.4525 3.2580 -0.7193
H -0.8114 3.3326 -0.3281
H -4.2028 0.6799 0.0516
H -4.8783 -0.3728 -2.0436
H -3.9203 -1.7968 -1.5348
H -5.5007 -2.0954 0.4092
H -6.3165 -2.2423 -1.1712
H -8.3821 0.0300 0.7100
H -7.5838 -1.3877 1.4430
```

Output
M, u: 321.3
SMILES: COCCNC(=O)CC(=O)N/N=C/c1ccc(C(=O)OC)cc1
Maximum force, eV Å⁻¹: 1.19
HOMO, hartree: -0.324

(4)
ORCA calculation (wB97M-V/def2-TZVPD) on a structure of composition C15H19N5O2PtS at a distorted geometry.

XYZ file:
```
43
Properties=species:S:1:pos:R:3
N -0.0465 2.7210 0.0148
C 0.1118 3.8808 -0.0366
C 0.2494 5.3201 -0.0213
H -0.7501 5.7794 -0.0669
H 0.8615 5.6643 -0.8715
H 0.7219 5.6358 0.9206
N 2.2758 -1.4896 -0.5835
C 3.2253 -2.1024 -0.7900
C 4.4173 -2.8829 -1.0162
H 5.0827 -2.3827 -1.7531
H 4.1377 -3.9211 -1.2871
H 4.9167 -2.9085 -0.0397
N -2.5116 -1.0659 0.0217
C -3.4976 -1.6668 -0.0397
C -4.7679 -2.3765 -0.0267
H -4.7360 -3.1839 0.7189
H -4.9866 -2.7936 -1.0223
H -5.5692 -1.6849 0.2714
Pt 0.3959 -0.2409 -0.5542
C -0.1192 -1.7262 0.6270
O -0.2332 -2.5473 1.4204
C 1.5376 0.8076 0.6231
O 2.2447 1.2473 1.4276
C 0.6577 1.2617 -2.4530
C -0.7297 1.2995 -2.3151
C -1.4859 0.1325 -2.3165
C -0.8835 -1.1171 -2.4529
C 0.5124 -1.1860 -2.6326
C 1.2911 0.0136 -2.6303
H 1.2598 2.1669 -2.4879
H -1.2422 2.2530 -2.2291
H -2.5651 0.2110 -2.2302
H -1.4644 -2.0365 -2.4891
H 0.9931 -2.1498 -2.7129
H 2.3667 -0.0306 -2.7170
N -0.6970 -0.9178 4.1654
C -0.3099 0.2052 3.5194
N 0.5495 1.0055 4.1561
S -0.9788 0.6399 2.0455
H -0.4670 -1.0575 5.1329
H -1.3951 -1.5586 3.7918
H 0.8465 1.9155 3.7825
H 0.7814 0.8665 5.1363
```

Output
Spin multiplicity: 5
M, u: 528.5
Net charge: +4
Maximum force, eV Å⁻¹: 6.79
HOMO (alpha / beta), hartree: -0.789 / -0.851

(5)
ORCA calculation (wB97M-V/def2-TZVPD) on a structure of composition C15H19N5O3V at a distorted geometry.

XYZ file:
```
43
Properties=species:S:1:pos:R:3
V -0.5328 1.2392 0.7547
N -2.4814 0.4937 1.3590
C -3.3756 0.4643 0.1801
C -2.8647 1.4127 -0.8866
O -3.2267 1.6629 -1.9574
N -1.5652 2.1640 -0.3296
C -1.6798 3.6069 -0.1189
C -1.3850 3.8306 1.3712
O -1.6534 4.6290 2.1470
O -0.5669 2.5858 1.8063
H -2.4418 -0.4370 1.7771
H -2.8719 1.1001 2.0831
H -4.4037 0.7436 0.4282
H -3.4095 -0.5311 -0.2672
H -2.6623 4.0000 -0.3922
H -0.9112 4.1355 -0.6934
N 5.2543 0.9014 2.6620
C 4.5296 1.1694 1.8141
C 3.5953 1.4645 0.7704
C 3.9930 1.9536 -0.4790
C 3.0296 2.1954 -1.4504
C 1.7014 1.9586 -1.1636
N 1.3237 1.5001 0.0493
C 2.2458 1.2512 0.9981
H 5.0422 2.1348 -0.6792
H 3.3057 2.5666 -2.4282
H 0.9192 2.1226 -1.8935
H 1.9108 0.8697 1.9613
C -0.8154 -4.0652 0.6201
C -0.0733 -3.2343 -0.4474
C 1.4404 -3.5257 -0.4427
C -0.6834 -3.4531 -1.8523
C -0.2564 -1.8295 -0.1193
N -0.4043 -0.7084 0.1403
H -0.6399 -5.1163 0.3919
H -1.8920 -3.8973 0.5925
H -0.4323 -3.8740 1.6221
H 1.5675 -4.5752 -0.7071
H 1.8774 -3.3725 0.5435
H 1.9713 -2.9273 -1.1824
H -0.5735 -4.5109 -2.0905
H -0.1574 -2.8800 -2.6145
H -1.7473 -3.2184 -1.8771
```

Output
M, u: 368.3
Net charge: +3
Maximum force, eV Å⁻¹: 2.49
HOMO (alpha / beta), hartree: -0.721 / -0.721

(6)
ORCA calculation (wB97M-V/def2-TZVPD) on a structure of composition C15H19N7OPdS.

XYZ file:
```
44
Properties=species:S:1:pos:R:3
Pd 0.8855 0.2793 -0.3038
C -1.3388 -0.5646 4.8503
N -0.0946 0.0306 4.4091
C 0.9321 0.4665 5.2299
C 1.8848 0.9797 4.4321
N 1.4438 0.8441 3.1248
C 0.2058 0.2595 3.1076
S -0.8002 -0.0724 1.8053
C 2.1540 1.3192 1.9825
C 2.4493 2.6496 1.8645
C 3.1383 3.0722 0.7145
C 3.4355 2.1510 -0.2507
C 3.0976 0.7942 -0.0384
N 2.5261 0.3579 1.1114
H -1.3015 -0.6688 5.9321
H -1.4670 -1.5410 4.3867
H -2.1790 0.0672 4.5664
H 0.8933 0.3617 6.2985
H 2.8439 1.4071 4.6596
H 2.1371 3.3435 2.6327
H 3.4026 4.1131 0.5861
H 3.9226 2.4330 -1.1757
H 3.5283 0.0287 -0.6742
N 1.6518 -2.9685 -1.3249
N 1.1125 -2.2412 -0.2241
H 2.3255 -3.6622 -1.0212
H 2.1274 -2.3028 -1.9228
H 1.7436 -2.1731 0.5674
H 0.2519 -2.6763 0.0783
N 3.2840 1.6124 -5.4704
C 3.0343 2.1039 -4.2250
O 3.7533 2.9395 -3.7038
C 1.8467 1.5349 -3.5218
C 1.3523 0.2366 -3.7656
C 0.2968 -0.2193 -3.0183
N -0.3589 0.5199 -2.0842
C 0.1466 1.7516 -1.8331
C 1.2471 2.2813 -2.5421
H 4.0209 2.0555 -5.9922
H 2.5668 1.1246 -5.9760
H 1.8005 -0.4153 -4.5043
H -0.0935 -1.2198 -3.1652
H -0.4600 2.3981 -1.2089
H 1.6137 3.2726 -2.3151
```

Output
M, u: 451.9
Maximum force, eV Å⁻¹: 0.21
HOMO, hartree: -0.250

(7)
ORCA calculation (wB97M-V/def2-TZVPD) on an isolated molecule of C15H19NO2 at a distorted geometry.

XYZ file:
```
37
Properties=species:S:1:pos:R:3
O 4.0909 -2.2304 -1.1245
O 2.3685 2.3777 1.9035
C 2.0675 -1.3818 -0.4119
C 1.1281 -0.4439 -0.0354
C -1.6416 -2.8258 0.7738
C -0.4352 -2.2102 0.7636
C -2.7168 -2.1271 0.3216
C -0.2771 -0.9098 0.2456
C -1.3408 -0.1782 -0.2773
C -2.6032 -0.7941 -0.1707
N -1.4822 1.0414 -0.9831
C 3.4922 -1.1302 -0.5525
C 1.7424 1.1262 1.7271
C -3.6205 -0.0386 -0.8976
C -2.9208 1.2619 -1.3193
C -0.8886 2.1076 -0.1944
C 0.6552 2.1250 -0.4588
C 1.5403 1.0250 0.2096
H 4.3909 -2.7608 -0.3110
H 1.7416 3.0502 1.8710
H 1.7770 -2.4380 -0.5289
H -1.7539 -3.8775 1.0192
H 0.4336 -2.7514 1.1378
H -3.5966 -2.7029 0.3764
H 4.0034 -0.9041 0.4405
H 3.5238 -0.2632 -1.2849
H 2.3685 0.3633 2.1951
H 0.7779 1.0573 2.2435
H -3.9498 -0.5067 -1.8101
H -4.5386 0.2120 -0.3114
H -3.3376 2.0134 -0.6135
H -3.0913 1.4900 -2.4180
H -1.3406 3.0734 -0.4689
H -0.9578 1.9831 0.8816
H 0.7181 1.9418 -1.5508
H 1.1086 3.0748 -0.2246
H 2.5642 1.1506 -0.1623
```

Output
M, u: 245.3
SMILES: OC/C=C1/c2cccc3c2N(CC3)CC[C@H]1CO
Maximum force, eV Å⁻¹: 3.71
HOMO, hartree: -0.292

(8)
ORCA calculation (wB97M-V/def2-TZVPD) on an isolated molecule of C15H19NO2S at a distorted geometry.

XYZ file:
```
38
Properties=species:S:1:pos:R:3
O -4.2199 3.8338 -3.5415
O 3.7056 -2.3184 0.3921
S -1.8960 2.3155 -2.1431
C -4.3674 3.6092 -2.3595
C 3.0417 -1.5255 1.0253
C -3.8395 2.1127 -0.4263
C -2.7263 1.3277 0.0770
C -3.5162 2.6855 -1.6087
C -1.6363 1.2807 -0.7690
C -0.3994 0.5795 -0.4392
C 0.0651 -0.4881 -1.1907
N 1.8239 -1.0116 0.5330
C 0.7641 -2.8433 -0.6463
C 2.2361 -1.3152 -2.0155
C -0.0188 -0.9548 2.1427
C 1.9100 0.5022 2.6029
C 0.5765 1.0553 0.6229
C 1.2436 -1.3646 -0.7740
C 1.0442 -0.0990 1.4179
H -5.3046 3.7106 -1.7873
H 3.5600 -1.2138 1.8984
H -4.8716 2.2826 0.0464
H -2.7434 0.6520 0.8596
H -0.5708 -0.9331 -1.8812
H 1.5331 -3.4886 -0.1314
H -0.1943 -2.9453 -0.0961
H 0.5589 -3.2159 -1.6794
H 2.7460 -2.3645 -2.2113
H 2.8920 -0.5426 -1.8651
H 1.6349 -1.2455 -2.9909
H 0.2042 -2.0159 2.1011
H -0.9086 -0.8393 1.6033
H -0.1899 -0.5123 3.1646
H 2.8459 0.9857 2.2926
H 1.2755 1.0892 3.1961
H 2.1864 -0.2580 3.2582
H 0.1230 1.8568 1.1846
H 1.4323 1.6160 0.1379
```

Output
M, u: 277.4
SMILES: CC1(C)C=C(c2ccc(C=O)s2)CC(C)(C)N1C=O
Maximum force, eV Å⁻¹: 4.77
HOMO, hartree: -0.329